1.
ORCA calculation (ωB97M-V/def2-TZVPD) on a structure of composition C30H35N5O2PtTe at a distorted geometry.

Output
Energy relative to the best compared isomer or geometry (same formula, charge and spin): 1.6 kJ/mol
E_HOMO: -7.9 eV
Net charge: 0
Electronic energy: -1975.86825 a.u.
E_LUMO: -0.1 eV

The geometry in XYZ format:
```
74
Properties=species:S:1:pos:R:3:forces:R:3:mulliken_charge:R:1
Pt -0.084 0.164 -0.428 0.435 -0.807 -0.699 0.926
C -2.133 -3.354 -0.504 0.017 0.006 0.004 -1.481
C -2.932 -2.416 -1.363 0.058 0.034 -0.083 1.008
C -3.718 -2.899 -2.401 0.015 -0.013 -0.010 -0.716
C -4.437 -2.032 -3.212 0.001 -0.014 0.002 -0.884
C -4.399 -0.672 -2.963 0.010 0.024 0.009 -1.079
C -3.639 -0.152 -1.916 -0.095 -0.018 0.077 1.611
C -3.733 1.309 -1.575 0.027 -0.002 -0.033 -0.602
C -2.878 -1.032 -1.142 0.015 0.009 -0.019 -0.929
N -1.982 -0.550 -0.146 -0.272 0.189 0.281 0.611
C -2.335 -0.697 1.147 0.009 0.087 -0.030 -0.012
O -3.438 -0.989 1.597 -0.006 -0.055 0.001 -0.756
C -1.175 -0.476 2.100 -0.017 -0.035 -0.048 0.408
C -1.230 -0.542 3.477 -0.006 -0.011 0.005 -0.637
C -0.057 -0.312 4.193 -0.005 -0.002 0.009 -0.468
C 1.132 -0.027 3.534 0.035 -0.054 -0.010 -0.540
C 1.114 0.022 2.152 0.050 -0.023 -0.067 0.062
N -0.016 -0.214 1.504 -0.154 0.251 0.179 0.009
C 2.284 0.352 1.248 -0.088 -0.011 0.014 0.179
O 3.404 0.475 1.726 0.021 0.042 0.020 -0.744
N 1.919 0.474 -0.049 0.101 0.314 0.296 0.821
C 2.969 0.820 -0.945 -0.033 -0.125 -0.031 -0.582
C 3.491 -0.180 -1.773 -0.011 0.020 -0.014 1.104
C 2.999 -1.594 -1.646 0.006 -0.003 0.005 -1.205
C 4.480 0.155 -2.689 -0.001 -0.010 0.002 -0.626
C 4.946 1.457 -2.782 0.003 0.007 -0.008 -0.823
C 4.451 2.427 -1.926 -0.005 0.002 0.010 -0.866
C 3.475 2.121 -0.981 0.046 -0.006 0.023 1.305
C 3.053 3.158 0.021 -0.016 0.017 -0.008 -2.080
H -2.132 -4.358 -0.927 -0.012 -0.004 0.008 0.460
H -2.553 -3.406 0.503 0.008 0.011 0.003 0.307
H -1.099 -3.012 -0.410 -0.001 -0.007 -0.004 0.124
H -3.756 -3.967 -2.581 -0.004 0.005 -0.001 0.382
H -5.036 -2.419 -4.026 0.003 0.001 0.003 0.420
H -4.983 0.008 -3.573 0.006 -0.004 0.000 0.447
H -4.018 1.895 -2.449 -0.005 -0.003 0.006 0.461
H -2.802 1.702 -1.172 0.037 -0.008 -0.010 -0.638
H -4.497 1.456 -0.807 0.006 -0.003 -0.002 0.376
H -2.176 -0.765 3.951 0.012 -0.004 0.015 0.559
H -0.074 -0.352 5.275 0.000 -0.004 -0.004 0.431
H 2.064 0.161 4.048 -0.017 0.004 0.013 0.540
H 3.362 -2.041 -0.717 -0.009 0.002 -0.001 0.294
H 3.352 -2.206 -2.478 0.007 0.000 0.006 0.419
H 1.909 -1.636 -1.602 0.001 -0.003 -0.015 -0.102
H 4.887 -0.616 -3.335 -0.004 0.005 -0.001 0.377
H 5.709 1.712 -3.508 0.001 -0.003 0.005 0.428
H 4.840 3.438 -1.971 -0.002 -0.005 -0.001 0.443
H 3.007 4.150 -0.432 0.010 0.000 -0.003 0.528
H 3.779 3.189 0.836 -0.012 -0.008 0.005 0.380
H 2.086 2.929 0.465 -0.019 0.001 -0.018 0.288
C 1.387 1.254 -3.817 -0.022 0.010 -0.035 -0.880
Te -0.443 0.636 -2.936 -0.031 0.078 0.081 0.010
C -0.379 -1.323 -3.744 -0.009 0.008 -0.049 -0.643
H 2.058 0.403 -3.881 -0.004 0.015 -0.001 0.247
H 1.843 2.017 -3.191 -0.009 -0.004 -0.017 0.160
H 1.170 1.649 -4.806 -0.013 -0.002 0.007 0.503
H -0.513 -1.260 -4.821 0.011 -0.010 0.005 0.440
H -1.198 -1.884 -3.298 -0.013 -0.001 -0.003 -0.008
H 0.577 -1.776 -3.496 -0.012 0.000 -0.002 0.282
C -4.655 4.003 1.873 0.007 0.006 0.016 -1.321
C -3.342 3.781 1.203 -0.016 -0.027 -0.066 0.862
C -2.617 4.549 0.321 -0.020 -0.011 0.001 -1.355
C -1.482 3.772 -0.007 -0.089 -0.013 -0.064 0.588
N -1.501 2.615 0.634 0.005 0.175 0.168 -0.055
N -2.636 2.642 1.361 0.025 0.011 0.075 0.027
C -0.419 4.076 -1.011 -0.008 0.009 -0.015 -0.738
H -4.957 5.043 1.767 0.000 -0.003 -0.002 0.363
H -4.605 3.771 2.938 0.007 0.007 -0.005 0.330
H -5.432 3.377 1.431 0.001 0.001 0.002 0.277
H -2.872 5.531 -0.041 -0.003 -0.016 0.001 0.416
H -2.902 1.834 1.900 0.010 -0.003 -0.011 0.150
H -0.091 5.113 -0.946 0.020 -0.008 0.020 0.435
H -0.800 3.916 -2.024 -0.008 0.024 0.004 0.155
H 0.439 3.423 -0.864 0.019 -0.031 0.013 -0.179
```
Positions in Å, forces in eV/Å.


2.
ORCA calculation (ωB97M-V/def2-TZVPD) on a structure of composition C30H36As2N2PReS4 at a distorted geometry.

Output
E_HOMO: -16.1 eV
Net charge: +4
Electronic energy: -7756.66824 a.u.
E_LUMO: -13.0 eV

The geometry in XYZ format:
```
76
Properties=species:S:1:pos:R:3:forces:R:3:mulliken_charge:R:1
Re -0.483 2.442 1.352 1.351 0.224 -0.265 1.469
S -0.920 2.635 3.621 0.247 3.418 2.395 -0.276
As -1.802 4.731 9.414 -0.042 0.122 0.168 0.740
S -1.802 3.526 0.230 -1.147 0.467 -0.487 -0.148
S -1.105 0.882 2.887 -0.872 -3.789 -1.222 -0.242
S -1.624 2.867 8.972 -0.004 -0.030 0.050 0.261
C -1.128 -0.450 -0.207 1.692 -2.714 1.409 -0.681
C -0.833 -1.678 -1.099 -1.386 -0.130 -0.785 -1.300
As -1.905 -3.363 -0.872 0.544 0.882 0.766 0.349
C -1.153 -5.022 -1.219 -0.239 0.506 0.282 0.877
C -1.558 -6.074 -0.353 -0.923 0.416 0.339 -0.206
C -0.950 -7.274 -0.527 1.329 -0.758 -0.714 -0.819
C 0.069 -7.449 -1.487 -0.281 -0.588 -0.920 -0.234
C 0.473 -6.418 -2.369 -2.034 0.254 2.252 -0.860
C -0.148 -5.180 -2.196 0.913 -0.432 -0.107 -0.226
C -3.514 -3.226 -0.024 -0.757 -1.107 0.613 0.698
C -4.478 -4.271 -0.349 -0.672 0.950 1.546 -0.284
C -5.717 -4.137 0.312 0.850 0.499 -0.658 -0.773
C -6.003 -3.066 1.155 0.357 -0.381 0.409 -0.281
C -5.054 -2.105 1.485 -0.324 -0.521 0.832 -0.778
C -3.797 -2.229 1.002 2.371 2.074 -1.554 0.186
P 0.140 0.856 -0.342 0.747 -0.517 0.477 0.698
C 0.200 1.321 -2.045 0.671 -0.534 -2.798 1.008
C 0.741 0.410 -3.075 -1.024 1.469 0.536 -0.279
C 0.782 0.818 -4.407 1.557 -0.693 0.420 -0.873
C 0.402 2.107 -4.780 -0.772 -0.176 0.882 -0.586
C -0.097 2.992 -3.835 0.426 -1.019 -0.059 -0.952
C -0.165 2.587 -2.503 -0.591 0.676 0.617 0.048
C 1.764 0.032 -0.137 0.789 0.863 -0.073 0.987
C 2.016 -0.884 0.907 1.562 0.600 -2.168 -0.736
C 3.372 -1.296 1.033 -2.248 -0.278 2.182 -0.740
C 4.382 -0.817 0.269 -0.066 -0.248 0.059 -0.562
C 4.132 0.064 -0.768 1.677 1.037 -0.333 -0.901
C 2.861 0.566 -0.926 -0.879 -0.477 0.030 -0.512
H -1.053 -0.818 0.875 -0.319 0.797 -1.313 0.337
H -2.030 0.039 -0.400 -1.648 0.520 -0.197 0.803
H 0.154 -2.058 -0.899 0.635 -0.049 -0.425 0.472
H -1.068 -1.489 -2.179 0.737 0.044 0.683 0.620
H -2.315 -5.931 0.442 0.498 -0.072 -0.672 0.463
H -1.156 -8.175 0.007 -0.548 -0.065 0.751 0.425
H 0.447 -8.495 -1.603 -0.017 1.168 0.077 0.377
H 1.181 -6.599 -3.109 1.167 -0.094 -1.096 0.497
H 0.230 -4.338 -2.760 -0.317 0.073 -0.232 0.380
H -4.258 -5.153 -0.975 -0.125 0.795 0.182 0.555
H -6.533 -4.795 0.197 -0.415 -1.132 -0.499 0.452
H -6.920 -3.035 1.731 -0.288 -0.109 -0.483 0.400
H -5.328 -1.421 2.272 0.274 0.440 -0.115 0.420
H -3.015 -1.396 1.274 -1.532 -2.051 -0.511 0.133
H 1.152 -0.568 -2.867 -0.037 0.033 0.396 0.602
H 1.367 0.159 -5.105 -1.121 0.685 0.476 0.343
H 0.400 2.375 -5.799 0.282 0.371 -1.059 0.479
H -0.432 3.975 -4.106 -0.023 0.252 -0.126 0.499
H -0.578 3.347 -1.820 0.388 -0.666 -0.255 -0.583
H 1.199 -1.284 1.467 -0.160 -0.177 0.669 0.501
H 3.658 -1.888 1.909 -0.304 -0.138 -0.460 0.395
H 5.308 -1.183 0.639 1.195 0.147 -0.679 0.447
H 5.002 0.473 -1.363 -1.259 -0.545 0.610 0.388
H 2.747 1.317 -1.726 -0.377 -0.475 0.620 0.366
C 1.391 5.560 -0.057 0.069 -1.580 -1.504 -1.224
C 1.861 4.817 1.222 -1.283 -0.075 -0.792 1.033
C 1.179 5.431 2.404 -0.278 0.290 2.830 -1.572
C 3.341 4.747 1.449 0.831 0.005 -0.644 -1.650
N 1.405 3.395 1.024 -1.016 1.763 -1.651 0.029
N 1.588 2.555 2.101 2.475 -3.412 0.303 -0.645
H 2.205 5.738 -0.772 -0.099 -0.592 -0.011 0.399
H 1.114 6.533 0.177 -0.676 1.789 0.725 0.496
H 0.474 5.127 -0.617 1.625 0.330 1.124 0.081
H 1.360 6.510 2.439 0.083 -0.147 -0.337 0.530
H 1.657 5.116 3.415 -0.930 0.111 -1.520 0.324
H 0.065 5.328 2.467 0.947 -0.181 -0.282 0.232
H 3.730 5.740 1.288 0.403 0.289 0.153 0.498
H 3.838 4.090 0.716 -0.131 0.229 0.127 0.368
H 3.621 4.411 2.451 -0.137 0.118 -0.103 0.382
H 1.779 3.067 0.100 0.156 0.057 1.477 0.349
H 1.729 2.988 3.015 -0.353 0.521 -0.446 0.308
H 2.405 1.895 1.959 -1.193 0.671 0.090 0.222
```
Positions in Å, forces in eV/Å.


3.
ORCA calculation (ωB97M-V/def2-TZVPD) on a structure of composition C30H36BaF5N4O2PSe at a distorted geometry.

Output
Energy relative to the best compared isomer or geometry (same formula, charge and spin): 259.9 kJ/mol
E_HOMO: -7.3 eV
Net charge: 0
Electronic energy: -4801.91548 a.u.
E_LUMO: 0.2 eV

The geometry in XYZ format:
```
80
Properties=species:S:1:pos:R:3:forces:R:3:mulliken_charge:R:1
Ba -0.915 0.961 -0.444 4.070 3.090 3.971 1.169
C 1.804 1.804 3.152 -0.017 -0.207 -0.143 -0.887
C 0.400 1.184 3.317 0.095 0.200 0.038 -0.624
N 0.282 -0.168 2.797 -0.341 -0.148 -0.258 0.693
C 0.951 -1.202 3.575 -0.009 -0.453 -0.178 -1.097
C 1.288 -2.406 2.691 -0.072 0.112 0.191 -0.449
N 2.097 -2.014 1.557 -0.198 0.167 -0.078 0.137
C 2.358 -3.126 0.668 0.255 -0.114 -0.100 -0.338
C 3.134 -2.698 -0.577 -0.403 -0.066 0.014 -0.847
C 2.262 -2.110 -1.688 0.360 -0.240 0.027 -0.945
N 1.674 -0.803 -1.417 -0.570 0.112 -0.054 0.221
C 2.579 0.331 -1.539 0.334 0.084 0.461 -0.932
C 3.207 0.736 -0.201 0.013 0.010 -0.299 -0.786
N 2.229 1.264 0.742 -0.158 0.183 -0.258 0.423
C 2.726 1.175 2.109 -0.029 0.132 0.234 -0.987
H 1.678 2.862 2.916 0.015 0.098 0.075 0.358
H 2.335 1.750 4.103 0.030 0.061 0.052 0.407
H 0.126 1.233 4.386 -0.054 0.080 -0.172 0.324
H -0.322 1.797 2.769 0.009 0.031 0.051 0.231
H -0.702 -0.405 2.728 0.015 -0.026 0.082 -0.303
H 1.876 -0.796 3.977 0.068 0.070 0.062 0.455
H 0.342 -1.552 4.426 0.091 0.122 -0.018 0.451
H 1.852 -3.135 3.285 -0.109 0.001 -0.020 0.513
H 0.350 -2.901 2.371 0.133 -0.003 0.053 0.052
H 1.612 -1.279 1.045 0.009 0.012 0.061 -0.049
H 2.964 -3.849 1.227 -0.114 -0.044 -0.067 0.418
H 1.428 -3.640 0.355 0.103 0.004 0.066 0.089
H 3.909 -1.991 -0.286 0.166 -0.088 -0.018 0.236
H 3.628 -3.579 -0.991 0.042 0.027 -0.036 0.478
H 2.872 -2.071 -2.606 -0.103 -0.007 0.010 0.408
H 1.434 -2.805 -1.867 0.035 0.034 -0.048 0.391
H 0.930 -0.694 -2.096 -0.002 -0.055 -0.051 0.211
H 3.396 0.113 -2.246 -0.151 0.132 -0.059 0.323
H 2.014 1.194 -1.913 0.081 -0.025 -0.149 0.389
H 3.660 -0.143 0.254 0.102 0.072 0.029 0.323
H 4.003 1.466 -0.415 0.048 -0.116 0.107 0.449
H 2.084 2.251 0.529 -0.131 -0.080 0.059 0.002
H 2.879 0.118 2.326 0.108 0.056 0.003 0.385
H 3.703 1.682 2.204 -0.050 -0.128 -0.003 0.490
O -2.810 -0.088 -0.963 -2.778 -0.251 -0.159 -0.754
C -2.140 -0.731 -1.787 -1.466 -2.879 -2.073 0.100
O -1.149 -0.273 -2.385 0.459 -0.380 -1.781 -0.906
C -2.454 -2.206 -1.930 0.134 0.111 0.281 -0.878
P -1.860 -2.879 -0.300 -0.588 -0.473 0.064 1.119
C -2.455 -4.617 -0.377 0.407 -0.007 0.017 0.567
C -2.660 -5.297 -1.570 -0.001 0.155 -0.016 -0.289
C -3.019 -6.634 -1.564 -0.027 -0.170 0.028 -0.726
C -3.162 -7.316 -0.367 -0.041 -0.026 -0.153 -0.486
C -2.938 -6.652 0.827 0.004 -0.067 0.143 -0.683
C -2.580 -5.318 0.823 -0.001 0.106 -0.074 -0.544
C -3.119 -2.260 0.896 0.297 0.063 -0.023 0.580
C -2.668 -2.130 2.207 0.093 -0.081 -0.183 -0.532
C -3.487 -1.622 3.199 -0.119 0.079 0.207 -0.575
C -4.771 -1.215 2.882 0.065 0.011 0.129 -0.708
C -5.239 -1.366 1.588 -0.107 -0.038 -0.126 -0.695
C -4.428 -1.897 0.601 0.015 -0.066 0.080 -0.443
H -1.850 -2.637 -2.728 -0.058 0.028 0.035 0.630
H -3.514 -2.376 -2.108 -0.010 -0.036 0.031 0.520
H -2.542 -4.788 -2.514 -0.014 0.033 -0.105 0.289
H -3.180 -7.147 -2.500 -0.033 -0.057 -0.103 0.393
H -3.444 -8.358 -0.366 -0.009 -0.067 0.001 0.388
H -3.037 -7.179 1.766 -0.011 -0.013 0.050 0.400
H -2.401 -4.808 1.760 -0.012 0.001 0.098 0.255
H -1.662 -2.453 2.447 0.067 0.062 0.044 0.248
H -3.120 -1.539 4.212 0.023 0.028 0.082 0.447
H -5.404 -0.783 3.641 -0.083 0.018 0.079 0.406
H -6.245 -1.057 1.344 -0.090 0.011 -0.034 0.424
H -4.821 -2.003 -0.399 0.014 0.026 -0.100 0.322
F -2.999 8.049 2.468 0.081 -0.163 -0.034 -0.302
C -2.304 7.053 1.906 0.138 -0.250 -0.144 0.510
C -0.912 7.100 1.867 -0.185 0.057 0.063 0.189
F -0.273 8.140 2.415 -0.056 -0.063 -0.039 -0.293
C -0.209 6.077 1.263 -0.100 -0.442 -0.150 0.251
F 1.131 6.114 1.242 -0.240 0.410 0.149 -0.302
C -0.842 4.981 0.663 -0.330 0.719 0.279 0.031
Se 0.216 3.768 -0.284 0.294 0.236 -0.330 -0.404
C -2.233 4.941 0.758 0.565 0.008 0.016 0.340
F -2.896 3.879 0.248 -0.056 0.134 0.051 -0.240
C -2.961 5.954 1.362 0.052 0.103 0.037 -0.126
F -4.296 5.882 1.415 0.037 0.041 0.023 -0.304
```
Positions in Å, forces in eV/Å.